--- P ---
Density functional theory data (ωB97M-V with the def2-TZVPD basis set) for the molecule C3H3N5.

Its SMILES is Cn1nnnc1C#N. The orbital gap is 10.7 eV.

Positions of all 11 atoms, in Å:
C -0.62 -0.48 -1.16
C 0.39 0.61 0.87
C 0.94 1.74 0.11
H 0.42 -1.00 -1.47
H -1.50 -1.19 -1.35
H -0.87 0.41 -1.68
N -0.27 -0.35 0.18
N -0.39 -1.51 0.95
N 0.08 -1.12 2.11
N 0.50 0.33 2.13
N 1.33 2.56 -0.70

=====

--- Q ---
Density functional theory data (ωB97M-V with the def2-TZVPD basis set) for the molecule C3H3N5.

Its SMILES is [H]/N=c1\ccnnnn1. The orbital gap is 8.5 eV.

Positions of all 11 atoms, in Å:
C 0.13 0.37 0.91
C 0.90 -0.62 0.26
C 0.42 -0.82 -0.93
H -0.64 -0.37 2.35
H 1.86 -0.81 0.93
H 1.15 -1.26 -1.74
N -0.75 0.42 1.90
N -0.95 -0.67 -1.38
N -1.63 0.46 -1.26
N -0.73 1.76 -0.98
N 0.25 1.53 -0.05

=====

Going by the computed energies, the most stable comes first: P, Q.